The following is a DFT calculation (ωB97M-V/def2-TZVPD) of a cluster of 2 separate species, C5H10N2O2 in total at a distorted geometry.

Last column: Mulliken charge in e.
Cartesian coordinates (Å):
C (-0.65370, 1.31769, -0.38510)  0.253
C (-0.84913, -1.15063, -0.27823)  -1.176
C (-2.53533, 0.18094, 0.98392)  -1.379
C (2.71620, 1.08993, -0.22909)  -0.771
C (-1.58026, 0.25034, -0.28816)  0.496
N (0.14073, 2.13466, -0.36344)  -0.508
N (2.39453, -0.07602, 0.06136)  0.583
O (2.05517, -0.59552, 1.09014)  -0.581
O (2.32248, -0.99559, -1.06708)  -0.437
H (-0.21847, -1.36668, -1.27621)  0.235
H (-1.65418, -1.82164, -0.26536)  0.548
H (-0.09356, -1.07801, 0.59874)  0.174
H (-3.28397, 0.97936, 0.95524)  0.362
H (-2.04000, 0.43827, 1.81760)  0.446
H (-3.03967, -0.76477, 1.14048)  0.385
H (2.70924, 1.74936, 0.54956)  0.404
H (2.93031, 1.29239, -1.18670)  0.410
H (-2.05240, 0.14905, -1.26425)  0.211
H (2.73199, -1.73313, -0.59341)  0.347

Cartesian forces (eV/Å) of the 6 atoms listed first:
-0.138 0.106 0.786
3.680 2.012 -1.032
-1.416 1.200 -3.642
2.559 8.529 -0.593
-1.050 -3.359 0.098
0.686 1.067 -0.208

Properties
- Multiplicity: 3
- Energy relative to the best compared isomer or geometry (same formula, charge and spin): 64.5 kcal per mole
- HOMO (spin up / spin down): -5.62 / -11.06 eV


The following is a DFT calculation (ωB97M-V/def2-TZVPD) of the molecule C9H18N2O4 at a distorted geometry.

Last column: Mulliken charge in e.
Cartesian coordinates (Å):
C (-1.64249, 1.37209, 1.84644)  0.332
C (-0.20384, 0.78012, 2.03045)  0.177
C (-2.89918, 0.39515, 1.81135)  -0.835
C (0.25657, -0.11987, -0.45879)  0.801
C (-0.41968, -1.46514, -0.69092)  0.133
C (1.01509, 0.35479, -1.79274)  -0.540
C (2.57034, -0.01616, -1.66235)  0.334
C (3.11470, -1.54302, -1.85659)  -1.268
C (3.44118, 1.01392, -2.57740)  -1.196
H (-0.57419, 2.43718, -0.02125)  0.423
H (-2.42630, 2.01310, -0.08416)  0.336
H (-1.85706, 2.07178, 2.75276)  0.301
H (-3.69781, 1.00327, 1.78775)  0.512
H (-2.85393, -0.22577, 2.70971)  0.373
H (-3.85496, -1.06934, 0.48199)  0.273
H (1.51333, 0.10190, 1.52549)  0.273
H (-0.62302, 0.74355, -0.36020)  -0.706
H (0.55830, 0.06658, -2.79851)  0.455
H (0.84914, 1.54037, -1.95300)  0.262
H (2.70925, 0.38452, -0.70592)  0.249
H (2.59363, -2.32848, -1.09642)  0.190
H (2.66969, -1.76660, -2.84204)  0.351
H (4.11678, -1.85915, -1.89105)  0.475
H (3.78350, 2.13003, -2.35315)  0.308
H (3.08748, 1.04083, -3.77432)  0.237
H (4.43522, 0.47609, -2.74349)  0.353
H (-0.93932, -3.10730, 0.12407)  0.400
N (-1.62242, 2.43345, 0.65486)  -0.791
N (0.67652, 0.35941, 1.01690)  0.052
O (0.31085, 1.00970, 3.24962)  -0.701
O (-3.06303, -0.44814, 0.51768)  -0.508
O (-0.91816, -1.83352, -1.81631)  -0.624
O (-0.61273, -2.20725, 0.50436)  -0.430

Cartesian forces (eV/Å) of the 6 atoms listed first:
0.099 1.086 -1.317
2.122 2.092 4.597
3.011 -2.446 -2.024
-3.082 3.817 0.701
-2.700 -1.792 -1.468
0.825 1.242 -0.262

Properties
- SMILES: CC(C)C[C@H](NC(=O)[C@@H](N)CO)C(=O)O
- Energy relative to the best compared isomer or geometry (same formula, charge and spin): 196.1 kcal per mole
- HOMO: -9.73 eV


The following is a DFT calculation (ωB97M-V/def2-TZVPD) of a structure of composition C2H2CoFLiO2 at a distorted geometry.

Last column: Mulliken charge in e.
Cartesian coordinates (Å):
C (-0.41438, 0.37660, -0.28318)  1.016
C (-1.63516, 0.80417, -0.84778)  -0.236
O (-0.39731, -0.50133, 0.57651)  -0.465
F (1.23163, -0.90011, 2.23652)  -0.663
H (0.95216, 0.15340, -1.93721)  0.386
H (-2.53037, 0.80651, -0.20582)  0.340
Li (0.48103, -2.29942, 1.10206)  0.942
Co (1.84656, 0.19137, 0.85600)  1.260
O (0.88236, 0.25522, -0.97579)  -0.581

Cartesian forces (eV/Å) of the 6 atoms listed first:
0.995 -1.462 -1.885
0.126 -1.633 0.356
-1.397 0.285 0.075
1.333 0.281 -1.226
-0.288 0.408 -0.396
0.159 1.318 -0.096

Properties
- Multiplicity: 4
- Net charge: +2
- HOMO (spin up / spin down): -19.52 / -19.52 eV